# 1
Below is C29H34ClFN4O5 in the gas phase at a distorted geometry, with properties calculated with the ωB97M-V functional and the def2-TZVPD basis.

Structure (XYZ):
```
74
Properties=species:S:1:pos:R:3:forces:R:3:nbo_charge:R:1
C -7.122378 4.575260 -0.764317 -0.20 -0.36 0.09 -0.64
C -8.313569 3.667424 -0.492382 -0.02 0.52 0.12 -0.07
O -7.930285 2.295210 -0.434068 0.15 -0.30 0.03 -0.53
C -7.422002 1.876965 0.749882 -0.20 -0.06 -0.10 0.90
O -7.297203 2.589118 1.719183 0.03 0.40 0.20 -0.67
N -7.106122 0.561837 0.732699 -0.06 -0.12 -0.08 -0.45
C -7.144207 -0.278594 -0.441028 0.09 0.05 -0.44 -0.21
C -5.725225 -0.688998 -0.839839 -0.23 -0.27 0.24 -0.41
C -5.039033 -1.383209 0.341536 -0.04 0.18 -0.02 -0.06
N -3.692931 -1.790801 0.002428 -0.11 0.41 0.06 -0.62
C -3.344031 -3.084457 -0.169951 0.61 -0.07 -0.17 0.69
O -4.124297 -4.000277 -0.016333 -0.30 -0.41 0.04 -0.63
C -1.884962 -3.316810 -0.550203 -0.16 0.17 0.07 -0.30
C -0.939064 -2.913266 0.583896 0.16 -0.30 -0.14 -0.40
C 0.513145 -3.224633 0.199725 -0.19 0.08 0.51 -0.22
N 0.855993 -2.569236 -1.039734 -0.01 -0.17 -0.07 -0.43
C 1.702265 -1.513508 -1.176897 0.01 0.00 -0.22 0.66
O 1.641106 -0.778675 -2.157946 0.01 0.12 -0.05 -0.65
C 2.736460 -1.345018 -0.146051 0.20 -0.29 0.15 0.01
C 3.464260 -2.339434 0.504897 0.04 -0.02 -0.03 -0.30
C 4.424320 -1.664125 1.259117 -0.51 1.40 -0.48 0.25
O 5.445881 -1.897593 2.112830 0.18 -0.32 0.16 -0.42
C 5.933314 -0.666991 2.450255 -0.02 0.77 -0.06 0.32
C 7.082305 -0.622273 3.390911 -0.19 -0.29 -0.16 -0.65
C 5.253409 0.349259 1.837742 0.35 -0.12 0.31 -0.34
C 4.262071 -0.290336 1.053674 0.06 -1.29 0.15 0.07
N 3.242468 -0.103204 0.181156 0.03 -0.22 0.21 -0.30
C 2.791362 1.173848 -0.321335 -0.38 0.45 -0.15 -0.25
C 3.951722 2.111623 -0.501085 -0.05 0.06 0.06 -0.17
C 4.000283 3.335187 0.157146 0.17 -0.08 -0.18 0.48
F 2.967885 3.684146 0.954614 0.07 -0.03 -0.04 -0.33
C 5.059684 4.214436 0.036507 -0.14 -0.01 0.10 -0.31
C 6.125803 3.861497 -0.771682 -0.12 -0.06 0.04 -0.18
C 6.117229 2.655332 -1.448517 0.02 -0.15 -0.08 -0.24
C 5.038654 1.793544 -1.315772 0.03 0.36 0.14 0.01
Cl 5.044020 0.303383 -2.183391 0.08 -0.06 -0.16 0.04
C -0.014900 -2.913724 -2.145162 -0.11 0.26 -0.40 -0.22
C -1.473345 -2.585288 -1.829864 0.19 -0.28 0.03 -0.40
C -5.040968 -0.451337 1.554986 -0.30 -0.27 -0.06 -0.41
C -6.476178 -0.040250 1.886077 0.25 0.25 0.29 -0.22
H -6.421876 4.519095 0.065072 0.05 0.04 0.04 0.22
H -7.462982 5.601352 -0.868816 -0.01 0.14 -0.03 0.21
H -6.617559 4.272611 -1.678973 0.04 0.02 -0.10 0.21
H -9.042152 3.719104 -1.304531 0.06 -0.02 0.12 0.19
H -8.788825 3.945014 0.453843 0.00 -0.05 -0.20 0.20
H -7.632350 0.262744 -1.249556 0.00 -0.17 0.10 0.24
H -7.730290 -1.175174 -0.207564 -0.02 0.03 -0.06 0.19
H -5.762630 -1.363385 -1.695864 0.04 -0.02 -0.04 0.22
H -5.156272 0.200063 -1.122057 0.03 0.05 -0.05 0.20
H -5.575214 -2.308404 0.580339 0.03 0.14 -0.01 0.23
H -3.022155 -1.060043 -0.170914 0.07 -0.10 -0.02 0.39
H -1.788814 -4.395222 -0.716704 -0.09 0.08 0.03 0.22
H -1.029469 -1.843491 0.786532 0.02 0.04 0.05 0.20
H -1.192376 -3.455369 1.495938 -0.02 0.02 0.06 0.22
H 0.633557 -4.307321 0.076458 0.03 0.01 0.07 0.19
H 1.177500 -2.882516 0.991673 -0.10 -0.13 -0.12 0.24
H 3.337929 -3.397218 0.395152 -0.14 -0.21 -0.07 0.23
H 6.822073 -1.108697 4.330295 0.03 0.01 0.09 0.23
H 7.937695 -1.148785 2.969034 0.10 0.00 0.01 0.23
H 7.357718 0.409559 3.585440 0.01 0.05 0.01 0.23
H 5.451794 1.396101 1.941872 0.14 0.21 0.10 0.23
H 2.303765 0.994427 -1.286115 0.10 0.05 0.26 0.28
H 2.065588 1.615656 0.371927 0.13 -0.08 -0.17 0.22
H 5.038165 5.149153 0.573214 -0.02 0.09 0.06 0.23
H 6.965384 4.530419 -0.875753 0.08 0.06 -0.02 0.22
H 6.942074 2.375714 -2.083512 0.07 -0.05 -0.07 0.23
H 0.088852 -3.986780 -2.342060 -0.02 0.01 -0.01 0.19
H 0.324294 -2.352346 -3.017240 -0.05 -0.17 0.09 0.25
H -1.567019 -1.504318 -1.707858 0.00 0.07 -0.04 0.20
H -2.105790 -2.892004 -2.663849 -0.04 0.04 -0.04 0.22
H -4.593845 -0.951763 2.414408 0.06 -0.02 0.01 0.22
H -4.454285 0.442557 1.330217 0.06 0.07 0.02 0.20
H -6.495452 0.691609 2.694844 -0.05 -0.18 -0.06 0.25
H -7.054247 -0.922222 2.183204 0.01 0.02 0.03 0.19
```
Positions in Å, forces in eV/Å.

The electronic energy comes out at -2280.82745 hartree. The value obtained for the HOMO-LUMO gap is 8.14 eV. As for the structure (SMILES): CCOC(=O)N1CCC(NC(=O)C2CCN(C(=O)c3cc4oc(C)cc4n3Cc3c(F)cccc3Cl)CC2)CC1. As for the spin multiplicity: 1. Its charge is 0. The LUMO energy comes out at 0.524 eV.

# 2
Below is a molecular structure, C29H34F2N3P2RbSe2 at a distorted geometry, with properties calculated with the ωB97M-V functional and the def2-TZVPD basis.

Structure (XYZ):
```
73
Properties=species:S:1:pos:R:3:forces:R:3:lowdin_charge:R:1
Rb 0.080235 2.426385 -1.995434 -0.17 -0.02 0.20 0.46
Se 0.608320 1.505080 2.153492 0.08 -0.03 -0.14 0.19
P 2.686732 1.378944 1.646396 0.04 0.39 0.04 0.01
Se 3.293843 1.282077 -0.419504 -0.08 0.05 0.20 0.15
C 3.461546 0.023744 2.601982 -0.14 -0.45 -0.17 -0.41
C 3.161597 -0.166590 3.947552 -0.47 1.01 0.28 -0.11
C 3.762091 -1.166526 4.672088 -0.38 -0.69 1.04 -0.11
C 4.642044 -2.051736 4.068234 0.52 -0.15 0.02 -0.12
C 4.979194 -1.850533 2.745891 -0.57 0.22 -0.37 -0.10
C 4.347629 -0.850165 2.006159 0.49 -0.19 -0.21 -0.13
C 3.598174 2.766761 2.467234 -0.21 0.35 -0.27 -0.38
C 4.994599 2.755649 2.523077 -0.39 -0.48 0.25 -0.10
C 5.700786 3.742426 3.181694 0.27 -0.28 0.10 -0.10
C 5.016261 4.771113 3.784135 0.18 0.06 0.29 -0.12
C 3.641432 4.792703 3.713556 0.01 1.40 0.28 -0.11
C 2.919346 3.845117 3.033184 -0.41 -0.40 -0.01 -0.11
H 2.441268 0.512036 4.424585 0.28 -0.34 -0.20 0.09
H 3.492935 -1.332983 5.729213 0.11 0.23 -0.59 0.10
H 5.069328 -2.889891 4.618720 -0.04 0.26 -0.01 0.09
H 5.675113 -2.469989 2.217473 0.29 -0.46 0.00 0.09
H 4.558515 -0.769480 0.942426 -0.03 0.18 0.14 0.05
H 5.514072 1.892005 2.149128 0.19 -0.16 -0.35 0.10
H 6.772706 3.672565 3.313535 0.08 -0.05 -0.24 0.09
H 5.554450 5.517559 4.352334 -0.02 0.14 -0.02 0.09
H 3.147926 5.646784 4.167843 -0.23 -0.16 0.01 0.10
H 1.830533 3.955030 3.009472 0.39 -0.44 -0.19 0.07
C -2.963199 -0.324104 -3.567305 0.05 -0.42 0.64 -0.09
C -2.129393 -1.517073 -3.060353 0.28 0.04 -0.60 -0.71
C -0.868619 -1.628121 -3.954939 -1.23 0.83 -0.34 -0.09
C -2.976630 -2.770007 -3.178033 -0.85 -0.06 0.33 -0.11
P -1.607337 -1.078387 -1.332623 0.05 0.18 0.00 1.15
C -3.215151 -1.275784 -0.475145 0.14 0.34 0.60 -0.36
C -3.782547 -0.077756 -0.005985 0.39 -1.19 0.28 -0.08
C -4.918402 -0.125783 0.773323 -0.77 0.59 -0.11 -0.10
C -5.524984 -1.317267 1.110048 -0.38 0.01 -0.08 -0.11
C -4.953928 -2.514937 0.667285 -0.93 -0.16 -0.03 -0.09
C -3.824740 -2.494746 -0.143431 -0.12 0.24 0.21 -0.12
C -0.508080 -2.415141 -0.585100 0.28 0.21 -0.29 -0.70
C -0.602331 -2.257044 0.928120 -0.54 0.57 0.09 -0.11
C -0.696114 -3.858617 -1.018535 -0.35 -0.01 -0.21 -0.10
C 0.928972 -2.019022 -0.945550 -0.49 0.59 -0.64 -0.11
H -3.288962 -0.542037 -4.581318 -0.06 0.10 -0.18 0.09
H -2.385090 0.591525 -3.564645 0.06 0.19 -0.14 0.06
H -3.837966 -0.207015 -2.920845 -0.07 0.13 -0.17 0.07
H -1.215985 -1.733841 -5.010006 0.42 -0.09 0.63 0.10
H -0.238432 -2.438392 -3.656609 0.40 -0.64 -0.02 0.04
H -0.314786 -0.689867 -3.910731 0.16 -0.14 -0.10 0.05
H -3.212760 -2.963890 -4.231073 -0.02 -0.01 0.08 0.08
H -3.927100 -2.716035 -2.595242 0.55 0.24 -0.67 0.08
H -2.459670 -3.617185 -2.766620 0.27 -0.54 -0.10 0.04
H -3.276728 0.852098 -0.159218 0.14 0.45 -0.34 0.10
H -5.434795 0.787147 1.052718 0.31 0.10 0.12 0.11
H -6.492471 -1.213253 1.639135 0.75 -0.66 -0.19 0.10
H -5.493722 -3.449420 0.868174 0.45 0.25 -0.01 0.10
H -3.421586 -3.429079 -0.527415 -0.14 0.25 0.20 0.08
H -1.534741 -2.614724 1.353153 -0.20 -0.19 -0.01 0.07
H -0.486523 -1.213363 1.253679 -0.02 -0.11 -0.26 0.03
H 0.211754 -2.786640 1.377238 0.60 -0.54 0.39 0.07
H -1.689010 -4.204419 -0.741623 -0.01 -0.31 -0.27 0.05
H 0.016200 -4.518509 -0.546966 0.40 -0.13 0.62 0.07
H -0.487673 -4.002447 -2.083561 -0.40 0.16 0.03 0.07
H 1.105796 -1.003139 -0.556621 0.41 -0.44 -0.13 0.04
H 1.067902 -2.004195 -2.047752 0.17 -0.02 0.69 0.08
H 1.573815 -2.768635 -0.484775 0.37 0.23 -0.04 0.08
N -2.380537 4.241190 -1.153318 0.25 -0.09 -0.16 0.02
C -2.984401 5.238939 -1.140905 0.75 -1.21 0.15 -0.48
N -3.582334 6.376123 -1.072294 -0.81 0.93 -0.02 0.01
C -4.890120 6.360277 -1.254574 2.15 0.09 0.22 -0.49
N -6.020642 6.442562 -1.415804 -2.21 0.18 -0.24 0.03
F -0.786386 1.130231 -5.448660 0.12 0.04 0.01 -0.25
C 0.428102 1.825029 -5.007120 -0.09 0.20 -0.28 -0.36
F 1.379900 0.746572 -4.959665 0.18 -0.49 0.23 -0.24
H 0.750732 2.260102 -5.972978 -0.19 0.31 0.02 -0.01
```
Positions in Å, forces in eV/Å.

The electronic energy comes out at -6999.19698 hartree. The value obtained for the HOMO-LUMO gap is 5.62 eV. As for the spin multiplicity: 1. Its charge is -2. The LUMO energy comes out at 3.893 eV.